Entry from OMol25: a 16-piece molecular cluster, C64H87N9O21 overall (ωB97M-V with the def2-TZVPD basis set).

Cartesian coordinates (Å):
C: 13.8962 -18.3597 -7.5213
C: 13.4501 -16.9577 -7.2102
C: 12.3313 -16.4846 -8.1353
O: 11.2799 -16.3310 -7.2103
C: 11.6945 -16.6361 -5.9644
O: 10.9109 -16.5949 -5.0094
O: 12.9923 -16.9279 -5.9098
H: 13.1000 -19.1041 -7.5286
H: 14.5652 -18.7185 -6.7391
H: 14.3872 -18.4159 -8.4928
H: 14.2432 -16.2100 -7.2048
H: 12.1014 -17.2577 -8.8684
H: 12.6212 -15.5261 -8.5658
C: 14.4408 -27.1071 0.9083
C: 15.0566 -25.8842 1.5049
C: 15.0357 -24.6996 0.5993
O: 14.5292 -23.6759 1.3846
C: 13.9663 -24.1748 2.4743
O: 13.2935 -23.5481 3.2861
O: 14.1780 -25.5171 2.5675
H: 13.4108 -26.8755 0.6371
H: 14.3602 -27.8619 1.6906
H: 15.0865 -27.5038 0.1248
H: 16.0444 -25.9883 1.9538
H: 14.3258 -24.8428 -0.2153
H: 16.0588 -24.6113 0.2339
C: 19.6930 -16.8988 -2.0610
C: 18.2281 -16.3849 -1.8495
C: 17.8214 -16.0050 -0.4412
O: 17.4641 -14.6562 -0.5452
C: 17.5059 -14.2431 -1.8736
O: 17.1795 -13.0858 -2.2179
O: 18.0172 -15.2209 -2.6253
H: 20.3925 -16.2903 -1.4878
H: 20.0356 -16.9550 -3.0942
H: 19.9332 -17.8872 -1.6691
H: 17.4965 -17.1329 -2.1550
H: 18.6232 -16.1544 0.2820
H: 17.0724 -16.7372 -0.1396
C: 14.8015 -10.1724 6.0238
C: 15.4622 -9.1950 6.9853
C: 14.5380 -8.0974 7.3826
O: 14.5932 -8.0736 8.7843
C: 15.4187 -9.0431 9.2501
O: 15.7444 -9.1036 10.4105
O: 15.7639 -9.7958 8.2511
H: 15.4234 -11.0447 5.8226
H: 14.5930 -9.6142 5.1111
H: 13.9094 -10.6468 6.4329
H: 16.3190 -8.7028 6.5252
H: 13.5067 -8.3335 7.1206
H: 14.8536 -7.2056 6.8411
C: 23.7841 -26.4906 5.3546
C: 23.7558 -24.9658 5.3252
C: 24.9328 -24.4287 4.4028
O: 24.1911 -23.7105 3.4066
C: 22.8736 -23.6137 3.7395
O: 22.1008 -22.9075 3.1549
O: 22.6112 -24.4542 4.8026
H: 23.8380 -26.8917 4.3425
H: 22.9638 -26.9934 5.8669
H: 24.6279 -26.9297 5.8868
H: 23.9703 -24.4808 6.2774
H: 25.5077 -25.2406 3.9573
H: 25.5696 -23.7642 4.9867
C: 18.4097 -9.8090 -9.3711
C: 17.7581 -10.9845 -10.0388
C: 17.7789 -10.9385 -11.5590
O: 18.2114 -12.2305 -11.9777
C: 18.8318 -12.8732 -10.9587
O: 19.4209 -13.9808 -11.0420
O: 18.5825 -12.1551 -9.7654
H: 19.4035 -9.6948 -9.8040
H: 18.4127 -9.8959 -8.2846
H: 17.8281 -8.8975 -9.5099
H: 16.7840 -11.1725 -9.5873
H: 18.3642 -10.1294 -11.9959
H: 16.7932 -10.8752 -12.0200
C: 25.0412 -12.3080 -6.8317
C: 26.3550 -12.5364 -6.0918
C: 27.6193 -12.7831 -6.9733
O: 28.5735 -11.9678 -6.3304
C: 27.9983 -11.1646 -5.4420
O: 28.5239 -10.1306 -5.0166
O: 26.6652 -11.3428 -5.4281
H: 24.9398 -11.3244 -7.2904
H: 24.1617 -12.5405 -6.2312
H: 24.9897 -12.9590 -7.7044
H: 26.3546 -13.3049 -5.3189
H: 27.4154 -12.5190 -8.0110
H: 27.8410 -13.8501 -6.9501
N: 16.7293 -4.0723 1.8208
C: 15.5913 -4.6418 1.3420
C: 14.5652 -3.7652 1.4520
C: 15.0782 -2.5897 1.9245
C: 16.3970 -2.8225 2.2671
H: 17.6661 -4.4053 1.9987
H: 15.5614 -5.6477 0.9498
H: 13.5635 -3.8271 1.0530
H: 14.5645 -1.6456 2.0300
H: 17.1343 -2.2618 2.8225
N: 12.6820 -5.8192 -7.9513
C: 12.8540 -6.8248 -7.0176
C: 12.0660 -7.9622 -7.3788
C: 11.4754 -7.5602 -8.5530
C: 11.7711 -6.2847 -8.8065
H: 13.1234 -4.9111 -7.9266
H: 13.5858 -6.7023 -6.2328
H: 12.1050 -8.8813 -6.8131
H: 10.8541 -8.1412 -9.2184
H: 11.4142 -5.6575 -9.6100
N: 19.1583 -17.3994 9.3698
C: 17.9706 -16.6754 9.3649
C: 17.3224 -16.8381 8.1381
C: 18.1208 -17.8078 7.4356
C: 19.2405 -18.0681 8.1896
H: 19.7825 -17.4807 10.1597
H: 17.6751 -16.0223 10.1727
H: 16.4084 -16.3456 7.8407
H: 17.8709 -18.2300 6.4735
H: 20.0887 -18.7265 8.0729
N: 7.4720 -9.1035 0.4167
C: 8.7859 -9.3604 0.2824
C: 8.9245 -10.2004 -0.8207
C: 7.6136 -10.3537 -1.3774
C: 6.7473 -9.7892 -0.4960
H: 7.0740 -8.5393 1.1538
H: 9.5260 -8.9027 0.9219
H: 9.8004 -10.5602 -1.3400
H: 7.4085 -10.9396 -2.2612
H: 5.6841 -9.6024 -0.5294
N: 9.4098 -15.6478 3.3511
C: 10.2785 -16.3807 4.1056
C: 9.7124 -16.5964 5.3568
C: 8.4691 -15.9248 5.3157
C: 8.2251 -15.5415 4.0448
H: 9.6918 -15.1385 2.5258
H: 11.2268 -16.7064 3.7042
H: 10.2097 -17.0807 6.1842
H: 7.7396 -15.8154 6.1046
H: 7.4449 -14.9502 3.5887
N: 23.4521 -8.1593 2.1892
C: 22.2647 -8.5830 2.7506
C: 21.4604 -9.1387 1.7789
C: 22.1316 -8.9438 0.5637
C: 23.3403 -8.3158 0.8385
H: 24.2679 -7.7912 2.6572
H: 22.1588 -8.5588 3.8252
H: 20.4708 -9.5448 1.9285
H: 21.7251 -9.2759 -0.3802
H: 24.0357 -7.9058 0.1210
N: 28.8946 -18.3568 -3.0709
C: 30.0787 -18.3770 -3.7745
C: 29.8653 -19.0812 -4.9585
C: 28.4962 -19.3360 -5.0746
C: 27.9294 -19.0005 -3.8099
H: 28.7762 -18.0272 -2.1235
H: 31.0213 -18.0321 -3.3758
H: 30.6660 -19.4114 -5.6037
H: 28.0449 -19.9230 -5.8609
H: 27.0516 -19.3165 -3.2658
N: 25.6960 -14.1057 1.7816
C: 27.0418 -14.4587 1.8408
C: 27.1540 -15.4913 2.8875
C: 25.8826 -15.8328 3.2458
C: 25.0018 -14.9653 2.5947
H: 25.3346 -13.3853 1.1728
H: 27.7432 -13.7830 1.3740
H: 28.0714 -15.9431 3.2350
H: 25.6809 -16.6571 3.9140
H: 23.9315 -14.8534 2.6862
N: 23.6534 -24.3572 -9.2481
C: 22.8440 -23.6362 -8.3795
C: 22.3228 -22.4438 -8.9804
C: 22.9500 -22.4042 -10.2455
C: 23.7330 -23.5672 -10.3283
H: 24.2029 -25.1682 -9.0020
H: 22.6512 -24.0752 -7.4118
H: 21.8116 -21.5808 -8.5800
H: 22.8453 -21.5922 -10.9498
H: 24.3395 -23.9024 -11.1566

The energy is -4563.53805 Ha. For the orbital gap, the calculation gives 8.12 eV.